Molecular formula: C48H120O32P8
Method: DFT, the ωB97M-V functional and the def2-TZVPD basis

Last column: Mulliken charge in e.
Positions of all 208 atoms, in Å:
C (2.5829, -2.0338, 3.1007)  0.016
C (2.9725, -0.8933, 4.0716)  -0.009
O (2.3372, -1.0599, 5.3333)  -0.229
P (1.5117, 0.2214, 5.9811)  1.092
O (1.9229, 1.5981, 5.5985)  -0.721
O (1.6035, 0.0151, 7.5386)  -0.388
C (2.8575, 0.0981, 8.0570)  -0.036
C (2.7424, 0.0499, 9.6219)  -1.349
O (-0.0685, -0.0639, 5.7052)  -0.346
C (-0.8351, 0.4987, 4.7523)  0.143
C (-1.7917, -0.5514, 4.0987)  -0.884
H (1.5919, -2.3417, 3.4341)  0.754
H (2.6733, -1.6180, 2.0972)  -0.293
H (3.3161, -2.8329, 3.2100)  -0.408
H (3.9919, -1.0207, 4.4357)  -0.070
H (2.8284, 0.1247, 3.7096)  0.264
H (3.5857, -0.6275, 7.6945)  0.184
H (3.2820, 1.0956, 7.9430)  0.266
H (2.2678, 0.8345, 10.2112)  0.338
H (2.1774, -0.8654, 9.7983)  0.328
H (3.7379, 0.0952, 10.0635)  0.379
H (-1.4347, 1.3771, 4.9908)  0.322
H (-0.1753, 1.0132, 4.0537)  -0.108
H (-1.3670, -1.1154, 3.2682)  0.098
H (-2.3007, -1.2333, 4.7798)  0.344
H (-2.5900, 0.0937, 3.7316)  0.307
C (0.9846, -3.1029, -1.8411)  -0.326
C (0.0300, -2.2060, -0.9434)  -0.541
O (0.7557, -0.9245, -0.8773)  0.476
P (0.0846, 0.3045, -0.1908)  0.044
O (-0.7513, -0.1444, 0.9800)  -0.597
O (1.3543, 1.1925, 0.3965)  0.134
C (1.2593, 1.9949, 1.6103)  0.615
C (0.9953, 3.4856, 1.3744)  -1.613
O (-0.6048, 1.0923, -1.5294)  -0.226
C (-1.3574, 0.1972, -2.4686)  0.015
C (-2.0128, 1.2024, -3.3716)  -1.045
H (1.2535, -2.5800, -2.7589)  -0.310
H (1.9699, -3.3128, -1.4248)  -0.110
H (0.5251, -4.0838, -1.9632)  0.550
H (-1.0257, -2.2226, -1.2144)  0.441
H (-0.0804, -2.6518, 0.0451)  0.351
H (0.5278, 1.4746, 2.2286)  -0.335
H (2.2172, 1.7597, 2.0741)  -0.002
H (1.7906, 4.1752, 1.0914)  0.416
H (0.1741, 3.6231, 0.6709)  0.329
H (0.6571, 4.0776, 2.2248)  0.526
H (-0.7405, -0.5066, -3.0273)  0.226
H (-2.0957, -0.3766, -1.9085)  0.329
H (-2.2965, 0.9568, -4.3950)  0.388
H (-2.9394, 1.5316, -2.9014)  -0.071
H (-1.4966, 2.1605, -3.4328)  0.339
C (-5.0126, 6.2192, -1.3449)  -0.792
C (-4.4777, 6.8137, -0.0138)  -0.307
O (-3.3484, 6.2072, 0.4314)  0.289
P (-2.5523, 6.8373, 1.6498)  0.346
O (-1.6780, 5.7847, 2.2194)  -0.557
O (-1.8069, 8.1186, 1.0037)  -0.356
C (-0.9921, 7.8841, -0.1507)  0.160
C (0.4397, 7.8766, 0.1803)  -0.992
O (-3.6990, 7.4914, 2.7005)  -0.375
C (-3.4174, 7.3350, 4.0693)  -0.433
C (-4.0781, 8.5609, 4.8530)  -1.130
H (-4.1582, 6.3818, -2.0019)  0.422
H (-4.8865, 5.1372, -1.3849)  -0.050
H (-5.9298, 6.5963, -1.7971)  0.078
H (-4.3828, 7.8995, 0.0002)  0.493
H (-5.2379, 6.4712, 0.6883)  0.210
H (-1.2214, 6.9289, -0.6229)  0.089
H (-1.1264, 8.7369, -0.8162)  0.347
H (0.7657, 6.8488, 0.3402)  -0.007
H (1.1109, 8.2373, -0.5991)  0.415
H (0.5162, 8.4802, 1.0846)  0.278
H (-4.1038, 6.5189, 4.2952)  0.283
H (-2.4757, 6.8617, 4.3474)  0.494
H (-5.1611, 8.6332, 4.9528)  0.301
H (-3.6651, 8.4830, 5.8587)  0.370
H (-3.6826, 9.5098, 4.4907)  0.312
C (-4.8784, 3.6419, -6.2402)  -1.078
C (-6.3612, 3.4567, -6.0983)  -0.281
O (-6.8036, 2.0693, -5.9289)  0.296
P (-6.8372, 0.9250, -7.0335)  0.368
O (-5.8688, 1.1651, -8.1704)  -0.736
O (-6.4889, -0.3727, -6.1288)  -0.181
C (-5.1573, -0.9134, -6.2497)  -0.080
C (-5.0537, -2.1051, -5.2744)  -1.135
O (-8.4257, 0.6218, -7.3902)  -0.367
C (-9.4657, 1.4371, -6.8323)  -0.013
C (-9.6356, 2.6882, -7.6240)  -1.027
H (-4.3287, 3.3438, -5.3474)  0.101
H (-4.6095, 3.0202, -7.0942)  0.342
H (-4.8162, 4.7165, -6.4119)  0.445
H (-6.6786, 4.0090, -5.2138)  0.305
H (-6.9000, 3.9727, -6.8930)  0.287
H (-4.9477, -1.2716, -7.2576)  0.367
H (-4.4077, -0.1231, -6.2084)  0.158
H (-4.0346, -2.3498, -4.9749)  0.385
H (-5.4416, -1.8893, -4.2789)  0.254
H (-5.3618, -2.9424, -5.9006)  0.291
H (-10.3169, 0.7816, -7.0165)  0.382
H (-9.3627, 1.6764, -5.7739)  0.069
H (-10.6293, 2.9991, -7.3013)  0.401
H (-8.8816, 3.4563, -7.4517)  0.220
H (-9.6136, 2.3741, -8.6675)  0.278
C (2.5547, -3.6504, -5.6701)  -1.462
C (2.6974, -2.1748, -5.5721)  0.546
O (4.0756, -1.9519, -5.5294)  -0.258
P (4.5463, -0.4634, -5.0125)  0.619
O (3.9495, 0.6618, -5.8199)  -0.709
O (6.1838, -0.7580, -5.0218)  -0.454
C (6.8458, -1.8899, -4.4334)  -0.526
C (5.9758, -2.8791, -3.5355)  -0.775
O (4.1962, -0.5106, -3.3699)  0.268
C (3.7838, 0.6853, -2.7134)  0.124
C (4.7909, 1.8259, -2.2948)  -1.554
H (1.5011, -3.9016, -5.5480)  0.434
H (3.1278, -4.1344, -6.4609)  0.364
H (2.9682, -4.1366, -4.7864)  0.296
H (2.1732, -1.8573, -6.4735)  0.259
H (2.1554, -1.7992, -4.7042)  -0.234
H (7.3106, -2.3826, -5.2874)  0.330
H (7.7169, -1.6105, -3.8408)  0.381
H (5.3961, -3.6489, -4.0449)  0.202
H (6.8717, -3.3776, -3.1655)  0.447
H (5.5955, -2.5302, -2.5755)  0.206
H (3.1163, 1.2078, -3.3986)  0.493
H (3.1484, 0.4232, -1.8674)  -0.108
H (5.7108, 1.3204, -2.0009)  0.396
H (5.0219, 2.3571, -3.2182)  0.401
H (4.5198, 2.5200, -1.4993)  0.366
C (3.2523, -7.0221, 6.4461)  -1.151
C (2.7755, -6.9706, 5.0633)  0.110
O (3.6140, -7.8990, 4.2703)  -0.335
P (4.3063, -7.5311, 2.8429)  0.578
O (5.5053, -6.6775, 2.9022)  -0.277
O (4.6469, -9.1464, 2.4191)  -0.370
C (5.7196, -9.8742, 2.9507)  0.091
C (5.6653, -11.2069, 2.2810)  -1.304
O (3.0374, -7.0716, 1.8605)  -0.339
C (3.3233, -6.3117, 0.7560)  -0.784
C (3.5528, -4.7828, 0.7503)  -0.061
H (3.5447, -8.0309, 6.7376)  0.338
H (4.0986, -6.4077, 6.7534)  0.124
H (2.4289, -6.8206, 7.1313)  0.392
H (1.7712, -7.3820, 4.9624)  0.354
H (2.7512, -5.9782, 4.6131)  0.136
H (6.6163, -9.3211, 2.6712)  0.201
H (5.6556, -9.9772, 4.0339)  0.238
H (6.3442, -12.0074, 2.5747)  0.398
H (4.7787, -11.7641, 2.5834)  0.320
H (5.5808, -11.0625, 1.2039)  0.281
H (4.0357, -6.7929, 0.0858)  0.379
H (2.4124, -6.4014, 0.1640)  0.405
H (4.2717, -4.3467, 1.4439)  -0.181
H (3.8216, -4.3711, -0.2225)  0.274
H (2.7388, -4.1827, 1.1569)  0.195
C (5.8807, -3.6270, 6.5253)  -1.505
C (6.0441, -4.0158, 5.0397)  0.416
O (5.9279, -2.7272, 4.3103)  -0.153
P (6.6640, -2.3491, 2.9249)  0.569
O (7.9357, -1.6142, 3.0613)  -0.885
O (6.8206, -3.7598, 2.1238)  -0.006
C (7.8452, -3.9722, 1.0165)  -0.374
C (8.0718, -5.5030, 1.1236)  -0.885
O (5.5001, -1.5715, 2.0348)  0.084
C (5.7299, -0.7459, 0.9024)  -0.591
C (4.8177, 0.4933, 1.1282)  -0.569
H (6.7955, -3.1446, 6.8694)  0.429
H (5.0843, -2.9011, 6.6891)  0.137
H (5.8607, -4.5085, 7.1662)  0.472
H (7.0033, -4.5332, 5.0589)  0.309
H (5.2363, -4.6156, 4.6206)  -0.078
H (7.6114, -3.6225, 0.0110)  0.165
H (8.6461, -3.2799, 1.2757)  0.490
H (7.0788, -5.9176, 0.9499)  0.062
H (8.7975, -5.9742, 0.4607)  0.430
H (8.3466, -5.7902, 2.1386)  0.244
H (6.7949, -0.5379, 0.7999)  0.560
H (5.3486, -1.3456, 0.0760)  0.206
H (4.7485, 0.8205, 2.1656)  0.406
H (5.0943, 1.2026, 0.3482)  0.337
H (3.7878, 0.1793, 0.9580)  -0.289
C (-6.7659, 0.6605, -2.5683)  -0.583
C (-8.0263, 1.0234, -1.9227)  -0.618
O (-8.1431, 2.4686, -1.9100)  -0.243
P (-7.4042, 3.2643, -0.6573)  0.143
O (-8.0890, 3.0435, 0.6415)  -0.734
O (-5.7795, 2.8504, -0.8653)  0.257
C (-5.0264, 2.5450, 0.3011)  -0.545
C (-3.5307, 2.5091, 0.0562)  -0.752
O (-7.2644, 4.7580, -1.2175)  0.171
C (-8.3571, 5.6336, -1.2003)  -0.572
C (-8.5529, 6.5162, -2.4641)  -1.004
H (-6.7722, -0.3219, -3.0404)  0.407
H (-6.5248, 1.3077, -3.4115)  0.155
H (-5.9409, 0.4628, -1.8839)  0.217
H (-8.8396, 0.7390, -2.5903)  0.356
H (-8.1428, 0.6942, -0.8902)  0.316
H (-5.2751, 3.3358, 1.0088)  0.325
H (-5.3079, 1.6089, 0.7832)  0.439
H (-2.9490, 2.4554, 0.9764)  0.374
H (-3.4244, 1.5640, -0.4763)  -0.018
H (-3.2110, 3.2347, -0.6917)  0.226
H (-9.3130, 5.1867, -0.9271)  0.517
H (-8.1472, 6.3382, -0.3955)  0.302
H (-9.5387, 6.9307, -2.6747)  0.363
H (-7.8942, 7.3780, -2.3574)  0.328
H (-8.4642, 5.9536, -3.3935)  0.186

For the HOMO energy, the calculation gives -10.0 eV. For the energy above the lowest of the compared OMol25 structures with the same formula, charge and spin, the calculation gives 9.258 eV.